Below is a molecular structure, C42H84Li2O12, with properties calculated with ωB97M-V/def2-TZVPD.

Its multiplicity is 1. For the HOMO energy, the calculation gives -5.782 eV. The value obtained for the frontier orbital gap is 6.0397 eV.

Last column: Löwdin charge in e.
Element x y z (Å)
H -8.2896 -22.3977 -3.8033  0.12
C -8.1312 -28.6615 -2.2277  -0.18
H -7.4457 -25.4735 0.4263  0.10
H -9.0486 -24.2847 4.1182  0.12
O -5.3002 -21.4777 0.0206  -0.49
H -2.3859 -20.4946 1.1699  0.10
H -7.9985 -20.1045 2.8925  0.10
C -7.9928 -23.1360 -3.0583  -0.18
C -4.8090 -27.4272 3.5323  -0.21
H -5.6029 -29.8365 -0.7479  0.09
C -3.9121 -28.8872 2.0274  -0.17
H -9.7676 -21.2121 3.8298  0.11
C -7.3703 -25.4562 1.5135  -0.17
H -6.5111 -18.1770 0.0820  0.08
C -9.5800 -24.8491 -2.7598  -0.20
C -0.9011 -21.5274 -1.1768  -0.19
H -4.8726 -27.4467 -1.3429  0.10
H -4.0013 -29.8797 2.4691  0.12
H -5.4657 -25.4821 -2.6228  0.10
C -5.6792 -18.8644 -0.0714  -0.42
H -9.4168 -22.1341 -1.8630  0.13
C -7.9589 -27.8943 -0.9201  -0.17
H -6.9346 -31.0554 -0.6557  0.11
H -3.8135 -25.4839 -3.2769  0.12
H -9.6358 -17.9010 5.8693  0.12
H -6.9185 -23.1230 -2.8749  0.10
H -8.7902 -21.7284 5.1090  0.11
H -9.5677 -25.9232 -2.5748  0.10
O -3.7323 -23.3163 2.3967  -0.20
C -4.1108 -26.6680 -1.3800  -0.11
H -2.3463 -18.1226 6.5144  0.11
C -2.3655 -22.9439 4.3246  -0.12
H -2.3300 -18.3195 3.0406  0.12
C -8.7526 -25.2669 2.2158  -0.12
H -5.3285 -26.4716 3.4610  0.10
H -2.2758 -21.9821 4.8295  0.10
H -6.7269 -23.0516 3.5146  0.11
H -2.1598 -24.7459 2.1097  0.11
C -7.9961 -18.7000 4.5666  -0.13
H -8.7806 -27.2792 -0.5534  0.11
H -4.3389 -22.1248 4.0178  0.12
O -4.2026 -24.5866 -0.2177  -0.16
H -7.7917 -17.9863 3.7686  0.11
Li -4.0119 -20.4319 -1.3290  0.61
H -4.0276 -23.1664 -5.9247  0.11
O -4.8842 -18.5857 -1.2120  -0.41
H -7.0081 -20.6335 4.2443  0.10
C -7.4234 -28.9960 -0.0288  -0.15
H -2.0791 -23.7205 5.0338  0.11
H -1.0515 -22.5953 -1.0185  0.11
H -7.1819 -27.1450 -1.0715  0.09
H -2.0133 -28.8266 3.0442  0.11
H -2.4609 -21.5880 -4.8912  0.12
O -2.8944 -19.3426 4.8662  -0.15
C -7.9370 -20.1278 3.9805  -0.18
H -8.1534 -29.6716 0.4170  0.11
C -9.4590 -18.6413 5.0891  -0.20
O -7.0150 -29.5747 -2.2337  -0.15
H -7.2081 -18.5497 5.3046  0.10
H -0.1126 -19.1454 -0.3270  0.12
H -2.9724 -16.4497 4.7836  0.11
H -2.5474 -22.9026 -3.7424  0.10
H -5.1243 -21.0176 -6.0235  0.11
H -5.1688 -18.2940 3.8560  0.10
C -0.4845 -19.8363 0.4296  -0.17
O -6.5404 -24.3910 1.9946  -0.19
H -3.0959 -23.9862 -1.8719  0.11
C -2.7248 -28.1157 2.6242  -0.16
H -6.7526 -20.4730 1.0841  0.06
C -3.7444 -17.1619 5.0748  -0.16
H -4.5690 -16.6076 5.5230  0.11
H -4.3458 -23.8751 4.3080  0.11
H -4.3794 -17.1044 2.9387  0.13
H -4.6749 -23.4703 -2.0113  0.11
H 0.9966 -21.1990 -0.3797  0.12
C -6.2183 -20.3568 0.1412  -0.35
H -0.1341 -19.4277 1.3774  0.12
C -3.1698 -18.8144 3.5284  -0.19
H -10.5483 -24.6182 -3.2039  0.13
H -6.9556 -20.5789 -0.6303  0.07
O -9.2968 -24.2005 -1.5144  -0.14
C -5.3148 -21.5625 -5.0988  -0.14
C -1.9806 -19.9574 0.3124  -0.15
C -3.1430 -22.1406 -4.2451  -0.14
H -2.4702 -18.9840 0.2822  0.12
C -0.0283 -21.2023 -0.0089  -0.18
H -2.0317 -23.3218 1.0790  0.11
H -6.7528 -28.6311 0.7492  0.08
H -5.2650 -28.0254 4.3212  0.13
H -3.9515 -18.7364 6.5614  0.11
H -9.5406 -25.0914 1.4834  0.11
H -7.5544 -25.2149 -3.2184  0.09
H -3.5983 -19.5238 2.8204  0.11
H -2.1663 -27.4947 1.9238  0.09
C -4.2123 -17.7768 3.7802  -0.20
H -5.7971 -20.8605 -3.0873  0.11
C -4.3793 -22.7541 -4.9790  -0.15
C -9.0769 -20.8213 4.5770  -0.23
H -4.8285 -19.6815 -4.0937  0.13
H -9.0674 -29.2174 -2.2806  0.12
C -4.4082 -25.5410 -2.3652  -0.16
H -8.5754 -24.5896 -4.5764  0.12
O -5.0144 -28.0408 2.3149  -0.18
H -0.5275 -21.3006 -2.1753  0.13
H -8.0720 -28.1068 -3.1642  0.11
O -3.7719 -21.1783 -3.3217  -0.22
C -8.5043 -24.1253 3.1874  -0.18
C -8.6721 -22.9277 -1.8010  -0.19
H -0.1193 -21.9200 0.8065  0.09
H -9.0193 -26.1561 2.7871  0.11
Li -5.1738 -23.1567 1.0442  0.60
H -7.0324 -26.4543 1.7923  0.10
H -8.8515 -23.1912 2.7458  0.11
C -5.0124 -20.7234 -3.8313  -0.19
C -3.9090 -25.9617 -0.0306  -0.17
H -2.9498 -26.2201 3.5213  0.09
H -4.6513 -26.3299 0.6777  0.11
H -5.0664 -18.6005 0.7905  0.05
C -3.8141 -23.0591 3.8186  -0.17
C -4.1050 -24.3139 -1.6220  -0.21
C -8.3503 -24.5302 -3.5116  -0.17
H -0.5598 -23.4191 3.2447  0.12
H -8.0052 -22.6987 -0.9698  0.11
H -10.2127 -18.4585 4.3231  0.12
H -2.9074 -26.1418 0.3597  0.11
H -2.9910 -27.5778 4.6786  0.12
C -2.3492 -23.6736 2.0605  -0.18
C -7.0465 -24.0797 3.3443  -0.18
O -2.0526 -20.6811 -0.9962  -0.20
C -6.6566 -30.0401 -0.9385  -0.17
O -9.6942 -19.9458 5.5378  -0.13
H -6.3517 -21.8896 -5.0225  0.09
C -1.5082 -22.9306 3.0209  -0.15
C -3.1923 -18.3669 5.8720  -0.18
H -1.4121 -21.8862 2.7241  0.10
H -6.7334 -24.6948 4.1879  0.12
C -3.3032 -27.2371 3.6914  -0.14
H -3.8080 -29.0231 0.9509  0.11
H -4.7572 -23.5619 -4.3523  0.08
H -3.1934 -27.1511 -1.7162  0.11

Below is 11 unconnected molecules or ions with the total composition C42H84O15, with properties calculated with ωB97M-V/def2-TZVPD.

The energy relative to the best compared isomer or geometry (same formula, charge and spin) comes out at 3.7 kcal/mol. Its multiplicity is 1. For the HOMO energy, the calculation gives -9.171 eV. The value obtained for the frontier orbital gap is 9.8939 eV.

Last column: Löwdin charge in e.
Element x y z (Å)
H 0.2354 -3.2360 2.9694  0.09
O 0.5855 -3.2593 -1.2511  -0.16
H 1.2061 -5.7828 2.8215  0.11
H 5.4318 3.7620 2.2588  0.11
H -2.8130 -0.0440 -4.2295  0.08
H 2.2508 -1.3715 -5.1404  0.12
C 0.4011 -5.2917 2.2760  -0.17
H 0.0521 2.8628 -1.1618  0.08
H -1.7020 -3.3072 1.8500  0.09
H 1.6878 4.2750 3.5297  0.11
H 2.0600 0.4733 7.0917  0.13
H 2.5670 -0.7900 -0.7987  0.08
C 2.9341 -0.4299 0.1403  -0.15
O 0.3179 0.8845 1.8489  0.13
C -2.4620 6.0881 -2.7871  -0.16
H -6.8977 -5.3224 1.5465  0.12
C 1.4454 -0.5816 5.1385  -0.16
O 2.9983 -0.8968 -3.2951  -0.14
H 3.3616 6.1680 -2.9614  0.09
H 0.0512 2.8001 0.6251  0.09
C -2.4137 4.6884 -3.4563  -0.21
C 1.1425 0.6457 -3.8620  -0.16
C -0.3948 -4.6653 -2.8173  -0.15
H -0.0374 -1.0249 -4.6268  0.12
H -1.4473 6.4906 -2.5649  0.10
H 2.6089 2.6204 2.1275  0.12
H 1.1207 1.4701 5.9675  0.12
C -4.6827 0.3614 -2.8508  -0.60
C 1.1086 -4.9128 -2.8402  -0.13
C -2.9578 1.0242 -4.1492  -0.03
H 2.0289 -2.5499 -3.8981  0.09
H 1.4374 -5.9350 -2.8923  0.10
C -6.2346 -0.3385 -1.2080  -0.02
H 0.2412 -1.0745 -2.8901  0.11
O 3.2649 -2.3401 1.4853  -0.18
H 4.6914 -0.0886 5.1500  0.11
C -5.4421 -3.7876 1.4855  -0.19
H -4.2546 5.9480 -1.4873  0.12
H -3.6544 -5.2416 -0.5247  0.08
H -0.8458 -4.5747 -0.7079  0.10
H -1.0522 -5.5229 -2.9323  0.12
C -0.7472 -6.2513 1.9561  -0.18
H 1.2445 4.2370 -3.1866  0.10
O -1.4166 -0.3248 1.2716  0.01
C 3.7046 0.0204 4.7664  -0.20
H 1.3459 2.0150 -0.3227  0.08
C -1.6568 -4.1736 2.4668  -0.17
H -3.5213 1.2566 -5.0659  0.11
H -5.2469 -5.5277 -1.0391  0.12
O -0.4906 1.1465 -0.1809  0.00
C 2.0204 -1.4915 -4.0830  -0.26
H 3.3665 0.9256 -4.1597  0.12
H 4.6048 3.2722 0.8729  0.10
H 3.8474 0.2775 3.7068  0.10
C 4.4544 -0.7063 0.2298  -0.12
O 0.6467 5.2330 -1.5529  -0.15
H -2.4654 -4.1294 3.2080  0.12
O -5.2032 0.5294 -1.6482  -0.01
C 2.7592 4.3491 3.4366  -0.16
H -0.6411 -3.9362 -3.5856  0.11
H -5.5157 -6.9830 0.7534  0.13
H -2.9486 6.8226 -3.4583  0.11
H -6.2629 -3.1080 1.4664  0.11
C 2.6460 0.5609 -3.3984  -0.11
H 3.0843 -1.7345 5.9270  0.13
H 1.5218 -4.3343 -3.6627  0.08
H -1.3839 -3.1655 -1.5882  0.11
O -4.9106 -3.8855 0.1419  -0.14
C 1.8735 0.6647 5.9844  -0.20
H -5.8789 -1.3362 -0.9665  0.09
H -0.5761 -6.9810 1.1300  0.13
C 4.4512 3.7622 1.8007  -0.16
H 5.1088 0.1306 0.4933  0.10
H 3.7556 2.5500 3.5333  0.08
C 2.8066 -1.1981 4.9884  -0.18
O -2.0489 3.8452 -2.4053  -0.17
H 1.4553 -4.9798 -0.6604  0.11
C -0.2342 -4.1909 3.1033  -0.14
H -2.7180 6.3746 -0.6645  0.10
H 4.7093 -1.1518 -0.7495  0.11
H 1.3554 -1.8695 1.0031  0.13
O 3.9680 5.1192 1.5257  -0.17
H 3.0527 4.4645 4.4617  0.10
H -5.8859 -5.2510 2.9270  0.11
C -2.7997 4.1492 -1.2906  -0.19
C 3.4045 3.1541 2.7225  -0.14
H 1.0396 -0.2112 4.1751  0.10
H 2.3217 7.2732 -1.3403  0.11
C 0.3107 2.3183 -0.2662  -0.02
C -2.3619 -0.6130 0.2513  -0.03
H 5.1023 -2.7266 0.9824  0.11
H -1.9640 1.4585 -4.0369  0.09
O -1.8039 -5.3302 1.6161  -0.18
C 2.2922 -1.2654 1.2267  -0.17
C -5.8588 -5.1593 1.8606  -0.18
C -4.9565 -6.0409 1.0572  -0.15
H -1.6257 4.5749 -4.1829  0.11
H 0.7338 -4.8386 1.3035  0.11
C 1.5676 -4.2559 -1.4923  -0.18
H -6.5441 0.1593 -0.3168  0.09
H 2.8263 1.1117 -2.4659  0.10
H 3.7116 6.2762 3.2732  0.11
O 3.0405 1.1447 5.3480  -0.16
H 1.7701 4.7645 0.2310  0.11
H -1.0504 -6.8374 2.7990  0.10
C 3.1730 5.5554 2.6560  -0.20
H 0.6688 -1.1517 5.6075  0.10
H -3.2329 -0.9931 0.7725  0.10
O -4.9211 -0.5247 -3.6717  0.10
C 2.5832 6.2893 -0.9975  -0.17
H -0.2463 -4.5101 4.1601  0.12
C -0.6225 -3.9345 -1.5394  -0.23
H 1.0819 5.9396 -3.3760  0.12
C -0.4460 0.5820 1.0043  -0.63
H 0.5005 1.1552 -3.1695  0.08
H -2.2759 4.0203 -0.4102  0.09
H 4.9954 -1.3697 2.1668  0.10
H 3.5164 4.6685 -1.9742  0.12
C -4.6242 -5.2218 -0.1871  -0.20
H -2.5866 0.2606 -0.3575  0.09
H 2.5597 -3.8360 -1.4040  0.12
C 4.5820 -1.8357 1.2778  -0.20
H -4.6398 -3.4364 2.1437  0.11
H -3.3401 4.3629 -3.8981  0.12
H 2.1704 -0.6902 2.2010  0.10
C 0.7116 -0.7947 -3.8403  -0.17
C 1.4027 5.5743 -0.4279  -0.23
C -3.1355 5.7136 -1.4555  -0.14
H 3.4920 6.3421 -0.3761  0.11
H 2.5735 0.5821 0.2450  0.07
O -3.7195 1.2795 -2.9536  0.00
H 0.8723 6.2243 0.2074  0.11
H 1.0624 1.1540 -4.7875  0.10
C 2.8901 5.5206 -2.2851  -0.13
H -1.9913 -1.3110 -0.4769  0.08
H -3.7763 3.6310 -1.3163  0.12
H 2.3213 6.1411 2.2399  0.11
H -6.9621 -0.3961 -2.0087  0.10
C 1.4685 5.1626 -2.6988  -0.19
H -4.0717 -6.3567 1.5283  0.08
H 2.8417 -1.9431 4.1921  0.10

Below is 11 unconnected molecules or ions with the total composition C42H84O20S9, with properties calculated with ωB97M-V/def2-TZVPD.

The energy relative to the best compared isomer or geometry (same formula, charge and spin) comes out at 121.3 kcal/mol. Its multiplicity is 1. For the HOMO energy, the calculation gives -9.555 eV. The value obtained for the frontier orbital gap is 9.5042 eV.

Last column: Löwdin charge in e.
Element x y z (Å)
C -3.3517 14.5926 1.1503  -0.20
H -12.9077 7.4461 8.7180  0.07
H -14.2510 8.2899 5.9597  0.09
H -17.3953 7.2931 -0.1925  0.10
H -10.0328 11.1293 13.7782  0.12
H -11.9122 19.1578 1.1688  0.11
H -11.7154 11.3960 14.3322  0.12
C -10.5975 12.9944 13.4753  -0.23
H -14.0969 20.5082 0.4902  0.11
O -12.2896 13.2667 2.1413  -0.36
H -1.9405 11.3429 7.7341  0.10
H -15.2326 9.4646 -0.3614  0.12
H -18.2037 16.7066 7.0427  0.09
O -9.6466 11.2380 10.1497  -0.36
H -8.9689 16.4139 8.9222  0.07
H -15.3405 7.9140 2.2065  0.11
H -13.2220 17.5898 9.4868  0.08
H -9.1778 18.0193 8.1790  0.08
S -10.5513 12.0943 10.9176  0.72
H -9.9837 13.3381 14.3078  0.12
S -4.9345 9.9980 -2.0917  0.69
S -1.3960 14.0388 3.0101  0.66
H -15.0589 7.7270 -0.2044  0.11
H -11.1274 10.0391 11.9599  0.09
S -4.3934 11.5633 8.4252  0.72
H -12.5144 11.0295 12.0374  0.10
C -13.3685 20.0500 -0.1788  -0.21
O -9.9266 13.5810 1.3370  -0.34
C -7.4095 4.4970 5.1061  -0.23
C -14.4756 8.6729 8.0769  -0.50
O -18.7858 7.9776 1.9326  -0.33
H -14.5314 9.3854 1.7205  0.11
H -1.0984 11.2239 9.9622  0.11
H -7.3294 6.4405 7.7775  0.09
H -4.1067 14.2687 0.4339  0.11
O -15.4288 9.3194 8.4756  0.05
O -9.0562 4.4522 7.3018  -0.34
C -9.6920 17.1160 8.5073  -0.02
C -17.1136 8.3457 -0.1637  -0.22
H -12.6525 20.8021 -0.5100  0.11
C -6.1583 6.4008 5.9686  -0.23
H -8.7860 12.4318 12.2885  0.10
O -0.5171 12.9384 3.2937  -0.33
H -11.4281 13.6949 13.3895  0.12
H -12.3701 17.8233 7.9208  0.08
H -7.2531 11.8767 -2.3898  0.12
H -7.9657 7.6469 6.7434  0.10
H -12.7399 8.7053 6.7767  0.08
H -15.2942 14.3985 6.3134  0.09
H -4.9567 9.4500 9.3514  0.10
H -17.5841 13.0229 7.2996  0.12
S -13.0725 18.1915 -2.2128  0.72
H -13.3656 18.3049 1.0674  0.11
H -0.2012 15.6821 1.7905  0.10
C -10.9939 11.5835 13.5370  -0.25
O -5.0989 12.7505 8.8190  -0.33
H -14.6653 20.0712 -2.1177  0.09
C -7.4701 6.6764 6.7227  -0.17
C -6.4780 10.4166 -1.1575  -0.23
C -2.0311 15.1003 0.4951  -0.19
C -0.8560 14.8627 1.4941  -0.23
H -8.4379 10.6409 -1.9149  0.11
H -17.2616 14.5592 7.9627  0.11
C -7.2280 9.8658 -3.5021  -0.18
H -5.2897 6.6697 6.5698  0.11
S -16.8106 16.1237 5.1924  0.70
H -8.5596 11.2764 4.1545  0.12
C -9.0066 13.3542 4.3314  -0.23
H -7.6806 10.3272 -4.3797  0.11
H -2.3438 12.9583 8.3232  0.10
H -9.5189 14.0822 11.8590  0.10
C -12.3878 17.2723 8.8612  -0.02
C -11.4323 11.0657 12.1629  -0.20
H -13.9889 9.9820 6.6363  0.08
C -15.4623 8.8268 1.6233  -0.23
H -1.8592 14.5372 -0.4222  0.10
H -2.3430 9.3343 9.5141  0.12
C -2.9711 13.4793 2.1660  -0.20
C -10.2577 14.1534 3.9177  -0.20
H -2.4877 12.1559 10.6167  0.12
H -9.9384 11.6666 5.2561  0.12
C -13.8094 8.9117 6.7385  -0.02
H -10.1553 10.8641 2.4029  0.10
H -17.4580 8.7871 -1.0989  0.10
C -12.6487 18.8292 0.4355  -0.23
H -7.4551 4.9621 4.1213  0.10
H -19.2432 16.7406 5.5721  0.10
H -6.0451 6.9549 5.0368  0.11
H -7.7303 8.9201 -3.2990  0.11
O -11.5242 12.9770 10.2007  -0.37
O -18.9149 10.1653 0.7942  -0.35
H -14.2887 6.5396 8.4565  0.09
H -15.0117 18.8151 -0.8895  0.09
O -4.2014 11.2818 -2.2053  -0.36
H -7.5987 3.4428 4.9034  0.11
C -15.6493 8.5822 0.1244  -0.23
C -17.4495 14.0649 7.0095  -0.22
H -8.1222 13.4975 3.7106  0.12
H -10.9873 18.1000 -0.7816  0.10
H -12.1451 16.9504 -0.3487  0.10
H -10.9927 14.1465 4.7226  0.11
C -6.0157 4.9193 5.5866  -0.22
C -16.6298 9.6735 2.1804  -0.19
H -5.7566 4.3820 6.4989  0.11
C -4.3640 10.2812 9.7333  -0.22
C -18.7350 14.7149 6.4902  -0.23
O -10.7631 17.6389 10.6168  0.02
H -12.6438 16.2524 8.5742  0.07
C -14.2405 19.4448 -1.3333  -0.17
C -5.7331 9.5081 -3.6239  -0.23
C -7.4162 10.8073 -2.2563  -0.23
H -19.5249 14.6535 7.2388  0.11
C -9.4237 11.9175 4.3286  -0.23
H -6.2570 11.1690 -0.4004  0.11
C -18.4489 16.2144 6.1015  -0.19
O -4.6454 10.9263 7.0966  -0.39
C -12.0673 17.9809 -0.6955  -0.23
C -13.9846 7.4976 8.8785  -0.03
H -10.0385 15.1925 3.6720  0.10
H -2.7065 12.6017 1.5762  0.10
H -16.4298 13.8059 5.1186  0.08
H -4.9605 10.7592 10.5104  0.10
H -9.9973 16.6106 7.5911  0.06
C -10.9374 17.3240 9.4279  -0.41
H -5.7815 8.4196 -3.5955  0.09
S -18.1039 9.0261 1.2328  0.69
H -5.1633 9.7137 -4.5301  0.11
O -1.7043 15.0304 4.0093  -0.32
C -2.9024 10.0629 10.1008  -0.23
C -9.6705 13.0652 12.2208  -0.19
S -8.6641 5.2899 6.1761  0.72
H -2.8611 9.7801 11.1526  0.11
O -15.9518 17.1433 5.7777  -0.37
H -3.7863 15.4092 1.7269  0.11
H -14.2843 7.4737 9.9262  0.08
H -16.6239 10.7412 1.9611  0.10
H -3.6324 13.2002 2.9863  0.10
C -16.3393 14.4327 6.0057  -0.17
O -13.7585 16.9069 -2.4438  -0.36
H -11.3148 11.2088 3.5924  0.09
O -12.2374 18.8145 -3.2203  -0.34
C -2.5120 11.8931 8.4817  -0.18
O -9.7302 5.9196 5.3689  -0.37
O -16.9612 16.0417 3.7625  -0.33
H -16.8489 9.5855 3.2446  0.10
H -8.7598 13.6912 5.3381  0.12
C -2.1755 11.3841 9.9132  -0.24
C -10.3818 11.5935 3.1806  -0.20
H -2.0255 16.1265 0.1278  0.11
S -10.8316 13.2302 2.4153  0.71
H -0.2208 14.1654 0.9480  0.09
H -19.0861 14.2241 5.5825  0.11
H -5.2348 4.7898 4.8372  0.12
O -4.3325 8.8928 -1.4252  -0.33
H -6.7817 9.4612 -0.7296  0.10

Let's list max |F| in order: 3.34, 4.14, 4.48 eV/A.